Record 1
Entry from the OMol25 dataset: a structure of composition C13H20BrF3N2O5P2PtS (ωB97M-V/def2-TZVPD).

The calculation puts the energy relative to the best compared isomer or geometry (same formula, charge and spin) at 0.8 kcal per mole. The net charge is +2.

Positions of all 48 atoms, in Å:
Pt1 -0.90 -0.84 0.28
C1 -0.38 3.44 1.46
P1 0.91 2.97 0.34
C2 1.81 4.40 -0.23
C3 2.07 1.86 1.13
C4 1.57 0.67 1.95
P2 1.11 -0.94 1.18
C5 2.51 -1.39 0.12
C6 1.17 -1.99 2.64
H1 0.05 3.95 2.33
H2 -0.93 2.56 1.79
H3 -1.07 4.12 0.96
H4 2.23 4.93 0.62
H5 1.13 5.07 -0.76
H6 2.61 4.10 -0.90
H7 2.59 2.55 1.82
H8 2.82 1.57 0.39
H9 0.74 0.97 2.60
H10 2.38 0.39 2.63
H11 2.53 -2.47 -0.02
H12 3.45 -1.09 0.60
H13 2.43 -0.91 -0.85
H14 2.16 -1.96 3.09
H15 0.92 -3.01 2.39
H16 0.43 -1.62 3.36
O1 -0.26 -3.66 -5.13
C7 -0.38 -3.03 -3.97
C8 -0.83 -1.71 -3.83
C9 -0.90 -1.18 -2.57
N1 -0.56 -1.86 -1.45
C10 -0.18 -3.14 -1.60
Br1 0.17 -4.15 -0.06
C11 -0.06 -3.75 -2.82
H17 -0.53 -3.11 -5.88
H18 -1.13 -1.12 -4.68
H19 -1.28 -0.18 -2.42
H20 0.26 -4.78 -2.90
F1 -3.34 -2.06 2.27
C12 -4.00 -0.90 2.33
F2 -5.22 -1.05 1.87
F3 -4.01 -0.46 3.57
S1 -3.11 0.33 1.27
O2 -2.99 -0.31 -0.07
O3 -3.76 1.58 1.38
O4 -1.68 0.30 1.81
O5 -0.60 2.39 -3.11
C13 -0.18 2.34 -2.04
N2 0.23 2.17 -0.91


Record 2
Entry from the OMol25 dataset: a cluster of 9 separate species, C13H20Cl14F2O6 in total at a distorted geometry (ωB97M-V/def2-TZVPD).

As for the SMILES: O=C1OC[C@@H](F)O1.O=C1OC[C@@H](F)O1.ClCCl.ClCCl.ClCCl.ClCCl.ClCCl.ClCCl.ClCCl. The net charge is 0.

Positions of all 55 atoms, in Å:
O1 0.26 -2.49 -1.49
C1 0.19 -1.44 -0.94
O2 0.84 -0.34 -1.36
C2 0.52 0.76 -0.45
C3 -0.56 0.20 0.47
F1 -1.84 0.65 0.15
O3 -0.51 -1.21 0.20
H1 1.41 0.96 0.14
H2 0.28 1.64 -1.03
H3 -0.39 0.32 1.54
O4 3.94 0.87 1.71
C4 3.44 0.00 2.26
O5 3.99 -0.71 3.24
C5 3.17 -1.83 3.49
C6 1.80 -1.47 2.85
F2 0.91 -0.97 3.79
O6 2.18 -0.46 1.97
H4 3.56 -2.74 3.01
H5 3.00 -2.01 4.55
H6 1.36 -2.30 2.31
Cl1 1.82 -6.01 0.19
C7 0.14 -5.42 0.14
Cl2 -0.34 -4.58 1.59
H7 0.05 -4.80 -0.74
H8 -0.49 -6.29 -0.01
Cl3 -2.42 0.46 -3.06
C8 -1.37 -0.13 -4.35
Cl4 -1.91 -1.66 -5.03
H9 -1.42 0.63 -5.13
H10 -0.37 -0.27 -4.00
Cl5 -5.30 0.48 1.01
C9 -4.60 1.27 -0.43
Cl6 -5.81 2.20 -1.33
H11 -3.82 1.92 -0.07
H12 -4.23 0.51 -1.09
Cl7 1.58 4.26 -0.90
C10 1.79 4.50 0.85
Cl8 1.14 3.17 1.78
H13 2.86 4.59 1.02
H14 1.36 5.45 1.12
Cl9 -2.55 2.49 2.77
C11 -2.74 0.87 3.49
Cl10 -2.31 0.84 5.18
H15 -3.77 0.60 3.33
H16 -2.08 0.21 2.95
Cl11 -1.97 3.85 -1.27
C12 -2.37 3.96 -2.99
Cl12 -0.98 3.60 -4.00
H17 -3.16 3.25 -3.21
H18 -2.73 4.97 -3.15
Cl13 3.71 -1.90 -0.64
C13 3.57 -2.46 -2.29
Cl14 5.02 -3.35 -2.79
H19 2.69 -3.07 -2.40
H20 3.51 -1.61 -2.95


Record 3
Entry from the OMol25 dataset: the molecule C13H20ClNO2 (ωB97M-V/def2-TZVPD).

The calculation puts the energy relative to the best compared isomer or geometry (same formula, charge and spin) at 0.6 kcal per mole. As for the SMILES: Cc1ccc(Cl)c(OC[C@H](O)CNC(C)C)c1. The net charge is 0.

Positions of all 37 atoms, in Å:
C1 -5.50 -1.66 -0.11
C2 -4.50 -0.54 -0.08
C3 -4.89 0.78 -0.20
C4 -3.95 1.80 -0.16
C5 -2.61 1.49 -0.02
Cl1 -1.42 2.74 0.01
C6 -2.19 0.16 0.09
O1 -0.85 -0.04 0.22
C7 -0.33 -1.35 0.19
C8 1.16 -1.22 -0.13
O2 1.70 -2.51 -0.27
C9 1.92 -0.44 0.95
N1 3.31 -0.30 0.54
C10 3.58 0.86 -0.31
C11 4.82 0.57 -1.16
C12 3.78 2.14 0.49
C13 -3.15 -0.84 0.07
H1 -5.54 -2.14 0.87
H2 -5.22 -2.42 -0.84
H3 -6.49 -1.28 -0.35
H4 -5.93 1.03 -0.32
H5 -4.25 2.83 -0.24
H6 -0.80 -1.96 -0.59
H7 -0.46 -1.84 1.16
H8 1.25 -0.67 -1.09
H9 2.66 -2.40 -0.21
H10 1.88 -1.02 1.88
H11 1.41 0.52 1.12
H12 3.91 -0.27 1.35
H13 2.72 0.99 -0.98
H14 5.00 1.40 -1.84
H15 5.69 0.43 -0.53
H16 4.67 -0.34 -1.74
H17 2.91 2.34 1.12
H18 3.92 2.99 -0.17
H19 4.66 2.05 1.13
H20 -2.85 -1.88 0.17


Record 4
Entry from the OMol25 dataset: a structure of composition C13H20N2O3S2 at a distorted geometry (ωB97M-V/def2-TZVPD).

The calculation puts the energy relative to the best compared isomer or geometry (same formula, charge and spin) at 248.8 kcal per mole. The net charge is 0.

Positions of all 40 atoms, in Å:
C1 -2.19 -0.61 -3.92
C2 -0.92 -1.24 -4.12
H1 -0.79 -2.36 -3.80
H2 -0.67 -1.16 -5.26
S1 0.14 -0.41 -3.30
O1 0.22 1.06 -3.65
O2 1.67 -0.86 -3.75
N1 -0.20 -0.84 -1.73
C3 0.38 -2.02 -1.17
C4 1.79 -1.66 -0.57
H3 2.67 -1.66 -1.44
H4 2.16 -2.76 -0.11
C5 1.68 -0.44 0.33
C6 1.25 -0.76 1.69
O3 0.28 -1.73 1.86
N2 1.55 0.23 2.52
H5 1.99 1.08 2.37
C7 0.78 0.30 3.81
C8 -0.27 1.19 3.95
C9 -1.44 1.19 3.26
C10 -2.34 2.29 3.29
C11 -1.38 3.40 3.71
S2 0.14 2.87 4.32
H6 -1.69 4.48 3.88
H7 -3.33 2.19 3.06
H8 -1.95 0.23 3.01
H9 0.16 -0.65 3.98
H10 1.56 0.31 4.77
C12 1.33 0.81 -0.48
H11 1.26 1.69 0.30
H12 1.93 0.89 -1.19
C13 -0.24 0.32 -0.86
H13 -0.51 1.25 -1.37
H14 -0.90 0.23 -0.06
H15 2.90 -0.24 0.52
H16 0.62 -2.78 -1.83
H17 -0.35 -2.35 -0.27
H18 -2.28 -0.66 -2.95
H19 -2.16 0.36 -4.16
H20 -2.86 -1.19 -4.64


Record 5
Entry from the OMol25 dataset: the molecule C13H20N2O3Si at a distorted geometry (ωB97M-V/def2-TZVPD).

The calculation puts the energy relative to the best compared isomer or geometry (same formula, charge and spin) at 31.1 kcal per mole. As for the SMILES: c1ccc(NC[Si]23OCCN(CCO2)CCO3)cc1. The net charge is 0.

Positions of all 39 atoms, in Å:
C1 0.59 -5.54 2.52
C2 -0.59 -4.95 2.13
C3 -0.73 -3.67 1.64
C4 0.44 -2.90 1.44
N1 0.31 -1.58 0.89
C5 1.14 -0.44 1.07
Si1 0.57 1.04 0.00
O1 1.39 0.91 -1.51
C6 1.56 2.11 -2.25
C7 0.13 2.75 -2.67
N2 -0.92 2.80 -1.71
C8 -2.03 1.82 -1.81
C9 -1.54 0.49 -1.42
O2 -1.01 0.65 -0.24
C10 -0.82 3.87 -0.67
C11 -0.39 3.46 0.71
O3 0.72 2.53 0.68
C12 1.65 -3.47 1.88
C13 1.71 -4.78 2.39
H1 0.62 -6.60 2.92
H2 -1.47 -5.49 2.24
H3 -1.70 -3.39 1.33
H4 -0.61 -1.31 0.52
H5 2.21 -0.64 0.88
H6 1.15 -0.40 2.13
H7 1.90 2.92 -1.63
H8 2.19 1.85 -3.11
H9 0.32 3.76 -3.08
H10 -0.28 2.05 -3.45
H11 -2.84 2.17 -1.15
H12 -2.51 1.77 -2.79
H13 -2.38 -0.18 -1.46
H14 -0.66 0.20 -2.06
H15 -1.74 4.45 -0.61
H16 -0.13 4.63 -1.01
H17 -0.14 4.35 1.30
H18 -1.19 2.97 1.24
H19 2.58 -2.98 1.71
H20 2.51 -5.24 3.00


Record 6
Entry from the OMol25 dataset: a structure of composition C13H21AuCl3GeIN4O3 at a distorted geometry (ωB97M-V/def2-TZVPD).

The spin multiplicity is 4. Its expectation value of S² is 3.765. The calculation puts the energy relative to the best compared isomer or geometry (same formula, charge and spin) at 28.9 kcal per mole. The net charge is +3.

Positions of all 47 atoms, in Å:
Au1 0.34 0.31 0.40
C1 1.54 -0.27 4.75
C2 0.62 -0.33 3.57
O1 0.97 0.27 2.51
N1 -0.51 -1.02 3.65
C3 -1.47 -1.15 2.56
C4 -1.02 -2.15 1.51
C5 -1.35 -3.48 1.59
C6 -0.87 -4.37 0.64
C7 -0.06 -3.90 -0.38
C8 0.24 -2.55 -0.43
N2 -0.24 -1.71 0.50
H1 2.35 0.42 4.55
H2 1.95 -1.27 4.93
H3 0.99 0.05 5.64
H4 -0.69 -1.50 4.52
H5 -1.64 -0.17 2.12
H6 -2.41 -1.48 2.99
H7 -1.99 -3.83 2.39
H8 -1.12 -5.42 0.69
H9 0.35 -4.56 -1.14
H10 0.87 -2.12 -1.20
Cl1 3.72 1.31 -1.30
Ge1 3.01 0.78 0.62
Cl2 3.44 2.36 1.94
Cl3 3.80 -1.08 1.22
N3 -3.50 2.49 -0.67
C9 -2.43 2.71 0.09
O2 -1.62 1.84 0.40
C10 -2.12 4.12 0.59
I1 -3.75 5.25 1.34
H11 -3.69 1.55 -0.99
H12 -4.18 3.20 -0.86
H13 -1.73 4.74 -0.23
H14 -1.39 4.08 1.39
C11 1.94 -0.56 -4.18
N4 1.07 0.61 -4.03
C12 0.80 1.52 -5.16
C13 0.50 0.84 -2.87
O3 0.71 0.09 -1.88
H15 2.34 -0.58 -5.19
H16 1.38 -1.47 -3.98
H17 2.75 -0.52 -3.46
H18 1.61 1.43 -5.88
H19 0.75 2.55 -4.81
H20 -0.13 1.26 -5.65
H21 -0.14 1.72 -2.83


Record 7
Entry from the OMol25 dataset: a cluster of 6 separate species, C13H21Cl6F2NO8 in total at a distorted geometry (ωB97M-V/def2-TZVPD).

The calculation puts the energy relative to the best compared isomer or geometry (same formula, charge and spin) at 62.6 kcal per mole. As for the SMILES: O=C1OC[C@@H](F)O1.O=C1OC[C@@H](F)O1.C[N+](=O)[O-].ClCCCl.ClCCCl.ClCCCl. The net charge is 0.

Positions of all 51 atoms, in Å:
O1 15.69 -16.15 24.27
C1 14.81 -16.91 24.67
O2 14.45 -17.07 26.04
C2 13.24 -17.80 26.09
C3 13.38 -18.65 24.92
F1 12.15 -19.08 24.64
O3 14.10 -17.82 23.98
H1 13.11 -18.39 27.00
H2 12.43 -17.07 26.16
H3 13.92 -19.54 25.25
O4 13.41 -22.17 22.68
C4 14.51 -22.70 22.48
O5 15.00 -23.89 22.97
C5 16.43 -23.70 23.19
C6 16.64 -23.02 21.91
F2 16.82 -23.81 20.89
O6 15.55 -22.08 21.95
H4 16.59 -23.00 24.01
H5 17.07 -24.59 23.22
H6 17.50 -22.36 22.00
C7 15.37 -17.70 29.69
N1 16.04 -18.80 28.96
O7 15.46 -19.89 29.01
O8 17.05 -18.58 28.24
H7 16.19 -17.33 30.31
H8 14.65 -18.10 30.40
H9 14.99 -16.87 29.08
Cl1 19.15 -18.56 21.50
C8 18.80 -19.10 19.87
C9 17.78 -20.30 19.86
Cl2 17.32 -20.80 18.18
H10 19.81 -19.30 19.50
H11 18.31 -18.25 19.40
H12 16.90 -20.10 20.47
H13 18.34 -21.09 20.38
Cl3 16.30 -20.39 25.03
C10 17.96 -19.88 25.54
C11 19.02 -20.63 24.78
Cl4 19.07 -22.39 25.08
H14 18.21 -19.92 26.60
H15 17.98 -18.81 25.34
H16 20.00 -20.24 25.05
H17 18.95 -20.46 23.70
Cl5 23.12 -19.98 26.46
C12 23.84 -20.59 25.01
C13 22.72 -20.86 23.92
Cl6 22.58 -19.37 22.95
H18 24.39 -21.49 25.32
H19 24.63 -19.93 24.65
H20 21.77 -21.08 24.41
H21 23.00 -21.71 23.31


Record 8
Entry from the OMol25 dataset: a structure of composition C13H21ClCoN6O2SSe at a distorted geometry (ωB97M-V/def2-TZVPD).

The spin multiplicity is 2. Its expectation value of S² is 0.821. The calculation puts the energy relative to the best compared isomer or geometry (same formula, charge and spin) at 37.7 kcal per mole. The net charge is 0.

Positions of all 46 atoms, in Å:
Co1 -0.70 -0.13 -0.43
N1 -0.66 -2.42 -0.37
C1 0.65 -2.95 0.03
C2 1.74 -1.92 -0.27
N2 1.35 -0.60 0.22
C3 1.44 -0.42 1.68
C4 0.08 -0.64 2.35
N3 -0.93 0.06 1.55
H1 -1.40 -2.82 0.20
H2 -0.86 -2.67 -1.33
H3 0.90 -3.88 -0.50
H4 0.64 -3.17 1.09
H5 1.88 -1.85 -1.36
H6 2.68 -2.25 0.17
H7 1.93 0.10 -0.22
H8 1.73 0.62 1.87
H9 2.19 -1.09 2.12
H10 0.13 -0.27 3.37
H11 -0.17 -1.70 2.39
H12 -0.80 1.07 1.69
H13 -1.86 -0.12 1.91
N4 0.52 0.11 -7.28
C5 -0.60 -0.23 -6.61
S1 -1.90 -0.81 -7.47
C6 -0.60 -0.15 -5.15
C7 0.52 0.26 -4.41
C8 0.51 0.17 -3.03
N5 -0.53 -0.31 -2.33
C9 -1.64 -0.58 -3.03
C10 -1.72 -0.51 -4.39
H14 0.44 0.17 -8.28
H15 1.19 0.73 -6.85
H16 1.42 0.62 -4.88
H17 1.37 0.47 -2.46
H18 -2.50 -0.88 -2.44
H19 -2.63 -0.78 -4.91
Se1 0.99 3.41 1.65
C11 -0.63 3.07 2.30
N6 -1.68 2.75 2.70
Cl1 -1.36 4.77 -0.53
C12 -2.45 3.41 -0.82
C13 -1.76 2.06 -0.66
O1 -2.50 1.03 -0.63
O2 -0.52 1.97 -0.57
H20 -2.83 3.49 -1.84
H21 -3.28 3.47 -0.11


Record 9
Entry from the OMol25 dataset: a cluster of 2 separate species, C13H21FN3O4 in total at a distorted geometry (ωB97M-V/def2-TZVPD).

The net charge is +1.

Positions of all 42 atoms, in Å:
C1 -2.71 4.38 -0.16
C2 -1.99 3.20 -0.52
C3 -1.29 1.75 -0.95
C4 -2.50 0.82 -1.53
C5 -2.08 -0.72 -1.92
N1 -2.61 -1.79 -0.97
C6 -2.32 -1.88 0.37
N2 -2.85 -2.99 1.28
C7 -1.98 -3.12 2.52
C8 -1.04 -1.77 2.39
C9 0.56 -2.03 2.19
C10 0.94 -2.88 0.82
O1 0.40 -4.04 0.45
F1 2.03 -2.34 -0.07
N3 -1.43 -0.96 1.17
H1 -3.59 5.07 0.22
H2 -0.42 1.97 -1.72
H3 -0.78 1.36 0.03
H4 -3.45 0.82 -0.81
H5 -2.87 1.33 -2.54
H6 -2.59 -0.95 -2.97
H7 -0.90 -0.77 -2.07
H8 -3.24 -2.55 -1.37
H9 -2.54 -3.84 0.74
H10 -1.32 -4.09 2.52
H11 -2.68 -3.12 3.45
H12 -1.31 -1.20 3.40
H13 1.12 -0.99 2.07
H14 1.03 -2.51 3.17
H15 -1.90 -0.11 1.56
C11 3.42 -0.28 -1.36
O2 3.32 1.07 -1.81
C12 3.70 1.99 -0.89
O3 4.09 1.76 0.24
O4 3.55 3.22 -1.44
C13 3.92 4.30 -0.58
H16 3.09 -0.93 -2.18
H17 4.45 -0.53 -1.12
H18 2.76 -0.45 -0.50
H19 4.97 4.23 -0.30
H20 3.28 4.31 0.31
H21 3.76 5.24 -1.12


Record 10
Entry from the OMol25 dataset: the molecule C13H21I2N2O3P at a distorted geometry (ωB97M-V/def2-TZVPD).

As for the SMILES: CCOP(=O)(CC[C@@H](C#N)[C@@H](C#N)[C@H](I)[C@H](C)I)OCC. The net charge is 0.

Positions of all 42 atoms, in Å:
C1 -2.67 1.08 0.05
C2 -3.69 0.11 -0.82
O1 -3.12 -0.35 -2.09
P1 -1.76 -1.46 -1.81
O2 -2.00 -2.66 -2.85
C3 -0.20 -0.53 -2.41
C4 1.16 -0.83 -1.56
C5 1.31 0.11 -0.22
C6 2.06 -0.84 0.93
N1 2.48 -1.40 2.03
C7 2.07 1.54 -0.45
C8 2.04 2.06 -2.04
N2 1.73 2.18 -3.29
C9 1.37 2.77 0.42
I1 2.35 4.64 -0.28
C10 1.61 2.67 2.04
C11 3.16 2.28 2.47
I2 0.09 1.42 3.07
O3 -1.71 -1.98 -0.15
C12 -1.18 -3.35 -0.01
C13 -1.49 -3.92 1.53
H1 -1.91 0.47 0.71
H2 -3.31 1.73 0.81
H3 -2.07 1.84 -0.64
H4 -4.15 -0.77 -0.16
H5 -4.62 0.81 -1.09
H6 -0.38 0.64 -2.49
H7 0.00 -0.90 -3.53
H8 2.07 -0.71 -2.33
H9 1.23 -1.96 -1.19
H10 0.21 0.36 0.15
H11 3.21 1.42 -0.18
H12 0.22 2.87 0.20
H13 1.43 3.77 2.46
H14 3.58 1.31 1.96
H15 3.81 3.25 2.22
H16 3.20 2.15 3.65
H17 -1.65 -4.14 -0.73
H18 0.00 -3.41 -0.12
H19 -1.56 -3.04 2.32
H20 -0.53 -4.56 1.84
H21 -2.39 -4.67 1.57


Record 11
Entry from the OMol25 dataset: a structure of composition C13H21N6O6P2SSeV (ωB97M-V/def2-TZVPD).

The spin multiplicity is 3. Its expectation value of S² is 2.024. The calculation puts the energy relative to the best compared isomer or geometry (same formula, charge and spin) at 3.0 kcal per mole. The net charge is 0.

Positions of all 51 atoms, in Å:
V1 -0.40 0.87 -0.05
C1 -2.40 1.33 5.20
C2 -1.57 2.52 4.75
N1 -0.29 2.13 4.18
C3 -0.08 1.82 2.88
S1 -1.25 2.26 1.69
N2 1.09 1.29 2.60
N3 1.26 1.05 1.29
C4 2.42 0.69 0.87
C5 3.63 0.56 1.75
C6 2.51 0.40 -0.56
C7 3.70 0.11 -1.20
C8 3.69 -0.10 -2.57
C9 2.49 -0.02 -3.26
C10 1.34 0.27 -2.55
N4 1.35 0.46 -1.23
H1 -3.34 1.67 5.65
H2 -2.63 0.69 4.35
H3 -1.86 0.74 5.95
H4 -2.11 3.10 4.00
H5 -1.36 3.20 5.58
H6 0.41 1.76 4.80
H7 3.37 0.82 2.77
H8 4.01 -0.46 1.73
H9 4.42 1.23 1.41
H10 4.62 0.06 -0.64
H11 4.61 -0.33 -3.09
H12 2.44 -0.16 -4.33
H13 0.38 0.34 -3.04
N5 -2.07 -3.22 -0.94
C11 -2.78 -2.06 -0.27
C12 -4.23 -2.41 0.01
P1 -1.81 -1.67 1.29
O1 -1.41 -3.21 1.66
O2 -2.67 -1.09 2.33
O3 -0.53 -1.03 0.80
P2 -2.46 -0.65 -1.42
O4 -3.72 -0.58 -2.37
O5 -2.36 0.59 -0.55
O6 -1.19 -1.07 -2.10
H14 -1.71 -3.86 -0.23
H15 -1.31 -2.76 -1.49
H16 -2.69 -3.71 -1.58
H17 -4.30 -3.25 0.71
H18 -4.77 -2.65 -0.90
H19 -4.71 -1.55 0.48
H20 -1.65 -3.40 2.58
H21 -3.58 0.17 -3.00
Se1 -0.57 3.04 -1.54
C13 -1.72 2.23 -2.74
N6 -2.45 1.69 -3.45


no.,DFT total energy (eV)
1,-137865.658
2,-206840.478
3,-31913.052
4,-44588.751
5,-30806.794
6,-131774.739
7,-112256.900
8,-153189.482
9,-29183.706
10,-48426.591
11,-155503.427